Entry 1:
# C41H59BrF4N7SSi3Y

A structure of composition C41H59BrF4N7SSi3Y (ωB97M-V/def2-TZVPD, OMol25).

Summary:
E_tot (a.u.): -6259.55648
Gap between HOMO and LUMO (eV): 4.30

Last column: Mulliken charge in e.
CARTESIAN COORDINATES (ANGSTROEM)
1 Y -0.3978 -0.5593 0.8298  -0.27
2 C 3.3470 -0.8522 2.5490  -1.35
3 N 2.3171 -1.7218 1.9576  0.86
4 C 2.4058 -2.9844 2.6916  -1.19
5 C 2.6792 -1.9139 0.5448  0.33
6 C 1.8616 -2.9302 -0.2018  -2.64
7 N 0.4523 -2.5754 -0.2262  2.55
8 C -0.3511 -3.3671 -0.9606  -0.95
9 C -1.7168 -3.0355 -1.0566  -0.07
10 F -2.1402 -1.9391 -0.3505  0.94
11 C -2.6409 -3.6886 -1.8267  -0.72
12 F -3.8981 -3.1958 -1.8735  -0.41
13 C -2.3020 -4.8035 -2.5663  -0.76
14 C -0.9828 -5.2034 -2.4613  0.26
15 F -0.5811 -6.2951 -3.1295  -0.35
16 C -0.0433 -4.5410 -1.6954  0.45
17 F 1.1988 -5.0712 -1.6798  -0.38
18 H 4.3101 -1.3808 2.5750  0.48
19 H 3.0720 -0.5841 3.5685  0.30
20 H 3.4815 0.0508 1.9615  0.35
21 H 3.4244 -3.3956 2.6337  0.40
22 H 1.7282 -3.7296 2.2948  0.18
23 H 2.1642 -2.8129 3.7417  0.36
24 H 3.7292 -2.2323 0.4760  0.86
25 H 2.5983 -0.9394 0.0529  -1.49
26 H 2.0214 -3.9226 0.2349  0.68
27 H 2.2855 -2.9777 -1.2099  0.62
28 H -3.0150 -5.3338 -3.1781  0.60
29 Br -7.8588 2.4238 0.6934  -0.18
30 C -6.2624 1.5356 1.1660  -0.02
31 C -5.9041 1.4460 2.5027  -0.97
32 C -4.7331 0.7965 2.8502  -0.55
33 C -3.9249 0.2324 1.8658  0.05
34 C -4.2857 0.3526 0.5309  -0.13
35 C -5.4570 1.0017 0.1752  -0.80
36 N -2.7856 -0.5839 2.1443  1.54
37 C -2.6781 -1.1103 3.2956  -0.34
38 C -1.7697 -2.2533 3.4904  0.23
39 C -1.8052 -2.9908 4.6588  -0.99
40 C -1.2104 -4.2488 4.6592  -0.62
41 C -0.6497 -4.7140 3.4880  -0.90
42 C -0.6068 -3.8708 2.3793  -0.79
43 N -1.1147 -2.6474 2.3885  0.88
44 H -6.5282 1.8929 3.2636  0.41
45 H -4.4596 0.7540 3.8952  0.23
46 H -3.6603 -0.0899 -0.2313  0.46
47 H -5.7388 1.0903 -0.8644  0.48
48 H -3.3552 -0.8889 4.1185  0.21
49 H -2.3247 -2.6093 5.5275  0.50
50 H -1.2238 -4.8623 5.5500  0.44
51 H -0.2290 -5.7074 3.4197  0.48
52 H -0.1601 -4.1826 1.4445  0.63
53 C 1.1685 4.5344 -1.0990  -1.34
54 Si 1.5420 2.9420 -2.0606  0.65
55 C -0.1183 2.5575 -2.8939  -0.98
56 C 2.5346 3.4926 -3.5732  -1.48
57 C 2.4396 1.7180 -1.0232  2.31
58 C 2.3402 1.8330 0.4178  -1.19
59 C 3.1779 2.7233 1.1474  -0.17
60 C 3.0775 2.9018 2.5043  -1.23
61 C 2.1049 2.1935 3.2112  -0.87
62 C 1.3317 1.3308 2.4795  -0.06
63 N 1.4397 1.1196 1.1605  0.59
64 Si 3.9722 0.9680 -1.6800  0.20
65 C 5.1282 0.3634 -0.2958  -1.29
66 C 5.1790 2.0798 -2.6470  -1.34
67 C 3.6452 -0.4722 -2.8613  -0.71
68 H 1.4195 5.3998 -1.7186  0.60
69 H 1.7280 4.6243 -0.1659  0.32
70 H 0.1067 4.6037 -0.8552  0.12
71 H -0.5918 3.5070 -3.1666  0.44
72 H -0.8141 2.0000 -2.2685  0.03
73 H 0.0340 1.9815 -3.8104  0.26
74 H 1.9163 4.1936 -4.1412  0.38
75 H 2.7713 2.6564 -4.2369  0.27
76 H 3.4683 3.9917 -3.3161  0.33
77 H 3.9029 3.2841 0.5724  0.47
78 H 3.7275 3.6030 3.0139  0.38
79 H 1.9593 2.3076 4.2761  0.48
80 H 0.5656 0.7473 3.0027  0.07
81 H 5.2665 1.1395 0.4620  0.29
82 H 6.1086 0.1492 -0.7278  0.58
83 H 4.8001 -0.5328 0.2170  0.30
84 H 5.2242 3.0853 -2.2213  0.31
85 H 4.9177 2.1815 -3.7007  0.32
86 H 6.1847 1.6521 -2.6007  0.42
87 H 2.8498 -1.1216 -2.4911  -0.16
88 H 4.5436 -1.0697 -3.0441  0.34
89 H 3.3108 -0.0740 -3.8251  0.27
90 C -1.7011 2.2920 3.6446  -1.03
91 Si -1.6521 2.9463 1.8419  0.64
92 C -0.4474 4.3871 1.9157  -1.17
93 C -3.3114 3.7608 1.4921  -1.02
94 C -1.2272 1.6799 0.5380  -0.14
95 H -0.8638 2.7083 4.2101  0.46
96 H -1.6368 1.2066 3.7317  0.05
97 H -2.6194 2.6063 4.1489  0.41
98 H -0.5500 4.9064 2.8736  0.41
99 H 0.5943 4.0832 1.8086  0.13
100 H -0.6606 5.1068 1.1238  0.41
101 H -3.5146 4.5603 2.2107  0.35
102 H -4.1508 3.0693 1.5167  0.14
103 H -3.2787 4.2061 0.4941  0.27
104 H -0.4265 2.1309 -0.0575  -0.25
105 H -2.1053 1.6419 -0.1251  0.54
106 S -0.2698 -0.6129 -2.5509  0.01
107 C -1.1182 -1.1362 -3.8734  -0.56
108 N -0.5605 -1.4314 -5.0698  -0.10
109 C -1.5479 -1.7336 -6.0930  -0.61
110 C -2.8224 -1.9453 -5.2531  -0.48
111 N -2.4507 -1.3436 -3.9823  0.09
112 H 0.3864 -1.1520 -5.2567  0.24
113 H -1.2754 -2.6302 -6.6479  0.33
114 H -1.6636 -0.9072 -6.7984  0.31
115 H -3.0565 -3.0071 -5.1376  0.23
116 H -3.6840 -1.4423 -5.6893  0.35
117 H -3.0298 -1.3766 -3.1630  0.18

Entry 2:
# C5H24N10O7

A cluster of 7 separate species, C5H24N10O7 in total in a non-equilibrium geometry (ωB97M-V/def2-TZVPD, OMol25).

Summary:
E_tot (a.u.): -1279.20956
Gap between HOMO and LUMO (eV): 9.12
Energy above the lowest of the compared OMol25 structures with the same formula, charge and spin (kcal per mole): 94.4
SMILES string: NC(N)=O.NC(N)=O.NC(N)=O.NC(N)=O.NC(N)=O.O.O

Last column: Mulliken charge in e.
CARTESIAN COORDINATES (ANGSTROEM)
1 N -1.9828 3.4182 -1.4660  -0.35
2 C -2.2925 2.6884 -2.4840  0.69
3 N -3.0586 1.6405 -2.0544  -0.40
4 O -1.8129 2.8270 -3.6420  -0.66
5 H -2.1177 3.0646 -0.5296  0.13
6 H -1.5245 4.3147 -1.5456  0.20
7 H -3.0707 1.5260 -1.0510  0.18
8 H -3.2713 0.9606 -2.7703  0.22
9 N 3.5449 4.6138 0.2129  -0.36
10 C 4.3637 4.2600 -0.6544  0.69
11 N 4.0695 4.7479 -1.8620  -0.40
12 O 5.2870 3.4987 -0.4752  -0.67
13 H 3.6623 4.1890 1.1217  0.23
14 H 2.8740 5.3374 -0.0023  0.17
15 H 3.2939 5.3843 -1.9775  0.14
16 H 4.5818 4.4221 -2.6692  0.21
17 N -4.3591 -0.4128 4.0589  -0.38
18 C -4.4137 0.8624 3.8990  0.69
19 N -5.3308 1.3593 4.6710  -0.40
20 O -3.7911 1.4166 3.0753  -0.62
21 H -3.9679 -0.9173 3.2763  0.21
22 H -4.8253 -0.7884 4.8723  0.15
23 H -5.4595 2.3610 4.6578  0.22
24 H -5.7342 0.7253 5.3459  0.14
25 N -4.3889 -4.8578 0.8822  -0.41
26 C -4.3372 -3.9814 -0.0984  0.62
27 N -5.4845 -3.8509 -0.6679  -0.39
28 O -3.4829 -3.2000 -0.2977  -0.61
29 H -5.2022 -5.4550 0.8383  0.17
30 H -3.4715 -5.0761 1.2439  0.25
31 H -5.5420 -3.2376 -1.4683  0.23
32 H -6.1209 -4.6206 -0.5173  0.15
33 N 6.1370 -2.0504 -0.9046  -0.36
34 C 7.1497 -1.9743 -1.7151  0.58
35 N 8.1306 -1.1626 -1.4844  -0.47
36 O 7.1394 -2.8341 -2.5798  -0.67
37 H 5.9038 -1.2409 -0.3474  0.18
38 H 5.5447 -2.8630 -0.9996  0.21
39 H 8.7573 -1.1696 -2.2764  0.27
40 H 7.8088 -0.2363 -1.2426  0.25
41 O 2.0851 -5.0756 -0.5798  -0.64
42 H 2.2138 -5.4106 0.3076  0.32
43 H 1.8675 -4.1514 -0.4583  0.32
44 O 0.5603 0.1827 0.2267  -0.63
45 H -0.2356 -0.3245 0.0669  0.32
46 H 0.3031 1.0903 0.0645  0.30

Entry 3:
# C6H5NS

An isolated molecule of C6H5NS in a non-equilibrium geometry (ωB97M-V/def2-TZVPD, OMol25).

Summary:
E_tot (a.u.): -684.47911
Gap between HOMO and LUMO (eV): 6.84
Energy above the lowest of the compared OMol25 structures with the same formula, charge and spin (kcal per mole): 32.8
SMILES string: C=C1C=CC(=S)N=C1

Last column: Mulliken charge in e.
CARTESIAN COORDINATES (ANGSTROEM)
1 C -2.2015 -0.2133 0.2585  -0.96
2 C -0.8449 -0.1449 -0.0627  0.80
3 C -0.1074 1.1253 -0.1146  -0.29
4 C 1.2721 1.0587 -0.1594  -0.40
5 C 2.0302 -0.1717 -0.0818  0.21
6 S 3.6515 -0.1703 0.1315  -0.26
7 N 1.3403 -1.3590 -0.2021  -0.50
8 C -0.0006 -1.3244 -0.0888  -0.05
9 H -2.6864 0.6452 0.1022  0.31
10 H -2.8710 -1.0717 0.3115  0.31
11 H -0.8532 1.9708 -0.0638  0.25
12 H 1.9297 1.9298 0.0239  0.34
13 H -0.6587 -2.2746 -0.0544  0.23